# 1
3 unconnected molecules or ions with the total composition C4H8N2 in a non-equilibrium geometry, computed with wB97M-V/def2-TZVPD.

E_LUMO   0.765 eV
HOMO   -0.3331 Ha
Gap between HOMO and LUMO   9.830 eV
Spin multiplicity   1

Cartesian coordinates (Å):
1 C 1.979431 -0.931458 0.212880
2 C 1.506951 0.060185 -0.566712
3 C 0.563943 1.096705 0.030046
4 C -1.853325 0.020047 0.378674
5 H 2.760499 -1.493245 -0.316072
6 H 1.569452 -1.324517 1.337324
7 H 1.854924 0.191963 -1.751324
8 H 0.314835 0.755166 1.149537
9 H 0.728485 2.042642 -0.177043
10 H -1.021378 0.689398 -1.435034
11 H -2.036855 0.182009 1.823836
12 H -2.903403 -1.566739 0.017378
13 N -0.906945 1.041896 -0.082745
14 N -2.556613 -0.764046 -0.620742

Atoms 1-2, force components in eV/Å:
C -0.604 -0.771 0.564
C -0.164 0.390 -1.103



# 2
A gas-phase ion, C4H8N2 (charge +2) in a non-equilibrium geometry, computed with wB97M-V/def2-TZVPD.

E_LUMO   -11.817 eV
HOMO   -0.7790 Ha
Gap between HOMO and LUMO   9.380 eV
Net charge   +2
SMILES string   C#[N+]/C(C)=[NH+]\C
Spin multiplicity   1

Cartesian coordinates (Å):
1 C 2.250936 0.781910 0.065451
2 C -0.016930 -0.097265 0.557307
3 C -0.331817 -0.645154 1.917752
4 C -0.797525 0.291093 -1.814108
5 N 1.226932 0.454155 0.424880
6 N -0.862782 -0.169186 -0.470481
7 H 3.199596 0.957396 -0.443135
8 H 0.143521 0.038906 2.714211
9 H 0.322616 -1.513944 1.990704
10 H -1.324757 -0.934609 2.056907
11 H -1.148716 -0.225366 -2.704996
12 H 0.134052 0.731982 -2.083769
13 H -1.283230 1.259093 -1.798127
14 H -1.511897 -0.929011 -0.412597

Atoms 1-2, force components in eV/Å:
C 0.691 -0.169 -0.587
C -3.756 -1.129 -0.170



# 3
A gas-phase ion, C4H8N2 (charge +2) in a non-equilibrium geometry, computed with wB97M-V/def2-TZVPD.

E_LUMO (alpha / beta)   -12.396 / -12.396 eV
HOMO (alpha / beta)   -0.7567 / -0.7569 Ha
Gap between HOMO and LUMO (alpha / beta)   8.196 / 8.201 eV
Net charge   +2
SMILES string   C#[N+]/C(C)=[NH+]\C
Spin multiplicity   1

Cartesian coordinates (Å):
1 C 1.987365 1.016571 1.069429
2 C 0.031883 -0.360280 0.399982
3 C 0.117980 -1.751419 0.672662
4 C -0.903270 1.322579 -1.219143
5 N 0.984103 0.576976 0.718122
6 N -1.071837 0.101948 -0.563055
7 H 2.941574 1.376504 1.362640
8 H 0.964013 -2.101428 1.288021
9 H 0.278070 -2.428374 -0.181506
10 H -0.765435 -2.119961 1.143241
11 H -0.132940 2.011104 -0.873468
12 H -1.817440 1.844757 -0.982129
13 H -0.759953 1.013874 -2.226103
14 H -1.854114 -0.502851 -0.608692

Atoms 1-2, force components in eV/Å:
C -1.884 -0.788 -0.664
C -6.551 1.776 -6.115



# 4
C4H8N2O in the gas phase in a non-equilibrium geometry, computed with wB97M-V/def2-TZVPD.

E_LUMO   0.881 eV
HOMO   -0.3495 Ha
Gap between HOMO and LUMO   10.390 eV
SMILES string   [H]/N=C/[C@@H](O)/C(C)=N/[H]
Spin multiplicity   1

Cartesian coordinates (Å):
1 C 1.589535 -0.301583 0.641121
2 N 0.049486 1.789263 -0.283094
3 C 0.340679 -0.476512 -0.171609
4 C -1.109590 -0.006109 0.469283
5 C -1.125130 1.308149 -0.235267
6 O -2.144258 -0.833671 0.074784
7 N 0.161780 -1.383576 -1.061306
8 H -1.727808 -1.463507 -0.558064
9 H 0.238590 2.617757 -0.843249
10 H 0.881390 -2.100217 -1.078308
11 H -0.996603 0.104989 1.551289
12 H -1.919877 1.518692 -0.957652
13 H 2.343361 0.172133 0.008207
14 H 1.999276 -1.268809 0.929603
15 H 1.419170 0.323001 1.514261

Atoms 1-2, force components in eV/Å:
C 0.272 0.380 -0.413
N -0.050 1.721 0.130



# 5
C4H8N2O in the gas phase, computed with wB97M-V/def2-TZVPD.

E_LUMO   0.885 eV
HOMO   -0.2743 Ha
Gap between HOMO and LUMO   8.348 eV
SMILES string   N/C(O)=C\N1CC1
Spin multiplicity   1

Cartesian coordinates (Å):
1 N -0.829988 -1.266092 -1.726392
2 C -0.592725 -1.423876 -0.372526
3 O -1.256621 -2.508780 0.114695
4 C 0.207996 -0.629793 0.356044
5 N 0.805919 0.526133 -0.243368
6 C 1.209279 1.579566 0.664604
7 C 0.023417 1.763932 -0.201713
8 H -1.802887 -1.363199 -1.984368
9 H -0.395217 -0.434661 -2.102866
10 H -1.155577 -2.520802 1.074891
11 H 0.496247 -0.885860 1.373831
12 H 1.023949 1.424850 1.728433
13 H 2.148250 2.077037 0.431745
14 H -0.957594 1.715826 0.269169
15 H 0.088933 2.390419 -1.088897

Atoms 1-2, force components in eV/Å:
N -0.005 0.132 0.078
C 0.140 0.273 0.059



# 6
2 unconnected molecules or ions with the total composition C4H8N2O in a non-equilibrium geometry, computed with wB97M-V/def2-TZVPD.

E_LUMO   0.989 eV
HOMO   -0.2961 Ha
Gap between HOMO and LUMO   9.047 eV
SMILES string   C=CNOC.C#N
Spin multiplicity   1

Cartesian coordinates (Å):
1 C 2.576230 0.614350 0.248797
2 C 0.061458 -1.492024 1.509165
3 C 0.341742 -1.332640 0.212205
4 C -1.602875 1.442896 -0.846313
5 N 2.709925 1.101698 -0.796854
6 N -0.361277 -0.494380 -0.599041
7 O -1.487428 0.243743 -0.112188
8 H 2.417875 0.268842 1.244927
9 H 0.565977 -2.006028 2.291252
10 H -0.847125 -0.997516 1.859995
11 H 0.932003 -2.088922 -0.288861
12 H -2.558171 1.649797 -1.165243
13 H -1.103673 1.480974 -1.802558
14 H -1.242606 2.229236 -0.221438
15 H -0.402059 -0.620026 -1.533847

Atoms 1-2, force components in eV/Å:
C 0.302 1.323 -1.754
C -1.281 1.181 0.401



# 7
C4H8N2O in the gas phase, computed with wB97M-V/def2-TZVPD.

E_LUMO (alpha / beta)   0.595 / 0.595 eV
HOMO (alpha / beta)   -0.2545 / -0.2546 Ha
Gap between HOMO and LUMO (alpha / beta)   7.520 / 7.522 eV
Spin multiplicity   1

Cartesian coordinates (Å):
1 C 0.915608 0.584599 1.272006
2 C 0.315548 0.454323 -0.111493
3 C 0.654455 1.230597 -1.143834
4 N 0.741091 -2.146618 0.220356
5 C -0.778943 -0.528782 -0.273660
6 O -0.685066 -1.723472 0.130427
7 N -1.922545 -0.138265 -0.873885
8 H 1.973162 0.321313 1.255653
9 H 0.811775 1.613795 1.639130
10 H 0.429571 -0.089942 1.978432
11 H 0.225767 1.084778 -2.132162
12 H 1.439971 1.976618 -1.049038
13 H 0.673634 -2.703954 1.083507
14 H -2.098432 0.843280 -1.015399
15 H -2.695596 -0.778269 -0.980039

Atoms 1-2, force components in eV/Å:
C 0.036 -0.022 0.063
C 0.071 0.142 -0.119



# 8
2 unconnected molecules or ions with the total composition C4H8N2O in a non-equilibrium geometry, computed with wB97M-V/def2-TZVPD.

E_LUMO   0.924 eV
HOMO   -0.2857 Ha
Gap between HOMO and LUMO   8.698 eV
SMILES string   N=C=CO.C=NC
Spin multiplicity   1

Cartesian coordinates (Å):
1 C 2.294201 -0.464347 0.099651
2 C -2.582665 0.359130 0.553175
3 C -0.811292 -0.598886 -0.519285
4 C 2.430354 0.734616 -0.521304
5 N 2.039164 -1.624795 0.396391
6 N -1.224853 0.256668 0.232938
7 O 1.604229 1.791617 -0.517116
8 H -2.939491 1.277447 1.207986
9 H -3.152553 0.638065 -0.352116
10 H -2.905507 -0.525915 0.970879
11 H 0.193483 -0.486805 -0.863625
12 H 2.247885 -2.156339 1.250680
13 H -1.321286 -1.463263 -0.863453
14 H 3.250039 0.599899 -1.163098
15 H 0.878289 1.662904 0.088291

Atoms 1-2, force components in eV/Å:
C -0.324 1.506 0.060
C -2.086 3.601 0.103



# 9
2 unconnected molecules or ions with the total composition C4H8N2O in a non-equilibrium geometry, computed with wB97M-V/def2-TZVPD.

E_LUMO   0.662 eV
HOMO   -0.3248 Ha
Gap between HOMO and LUMO   9.502 eV
SMILES string   Cc1c[nH]cn1.O
Spin multiplicity   1

Cartesian coordinates (Å):
1 C -1.088266 0.733125 1.747914
2 C -0.154148 0.788182 0.567392
3 C 1.184513 0.462028 0.529747
4 N 1.456647 0.262090 -0.797894
5 C 0.292590 0.416691 -1.490806
6 N -0.686032 0.750016 -0.694132
7 H -2.104824 0.942221 1.417034
8 H -0.884951 1.463396 2.540670
9 H -1.003122 -0.263125 2.186668
10 H 1.688738 -0.053166 1.333341
11 H 2.335733 -0.115210 -1.123396
12 H 0.358972 0.572241 -2.562297
13 H -0.920344 -1.771469 0.345825
14 H 0.116478 -2.651042 -0.337662
15 O -0.839660 -2.539994 -0.235710

Atoms 1-2, force components in eV/Å:
C 0.309 0.615 0.118
C -0.298 -0.957 0.252



# 10
C4H8N2O in the gas phase, computed with wB97M-V/def2-TZVPD.

E_LUMO   0.653 eV
HOMO   -0.3412 Ha
Gap between HOMO and LUMO   9.938 eV
SMILES string   [H]/N=C(\NC)C(C)=O
Spin multiplicity   1

Cartesian coordinates (Å):
1 C 0.982131 0.598667 2.151425
2 N 0.984993 0.509759 0.714700
3 C -0.030785 -0.052823 0.010507
4 N -1.162663 -0.493555 0.418284
5 C 0.274788 -0.131895 -1.479530
6 O 1.393940 0.135353 -1.871071
7 C -0.857381 -0.517459 -2.385045
8 H 1.868340 1.147091 2.475974
9 H 0.987894 -0.391354 2.629142
10 H 0.099472 1.146371 2.504495
11 H 1.830674 0.672110 0.187502
12 H -1.260021 -0.410346 1.431020
13 H -1.556731 0.325026 -2.440227
14 H -0.473872 -0.738107 -3.382333
15 H -1.414931 -1.358121 -1.967740

Atoms 1-2, force components in eV/Å:
C -0.009 0.024 0.133
N -0.092 -0.109 -0.105



# 11
C4H8N2O in the gas phase in a non-equilibrium geometry, computed with wB97M-V/def2-TZVPD.

E_LUMO   0.742 eV
HOMO   -0.3607 Ha
Gap between HOMO and LUMO   10.558 eV
SMILES string   CN[C@H](C#N)CO
Spin multiplicity   1

Cartesian coordinates (Å):
1 C -0.408595 -2.137751 -0.748426
2 N -0.695857 -0.748995 -0.392104
3 C 0.394824 0.166120 -0.141426
4 C -0.156701 1.748456 -0.169096
5 O 0.205257 2.592956 0.879063
6 C 1.011556 0.155621 1.191788
7 N 1.327193 0.623023 2.206774
8 H 0.209933 -2.173624 -1.651796
9 H 0.093337 -2.727070 0.036100
10 H -1.356074 -2.637076 -0.990208
11 H -1.359223 -0.716712 0.373574
12 H 1.172294 -0.005458 -0.900799
13 H -1.246718 1.620250 -0.219800
14 H 0.219185 2.172383 -1.108255
15 H 0.589587 2.067876 1.634611

Atoms 1-2, force components in eV/Å:
C 0.125 -0.013 -0.031
N -0.129 0.169 0.179



# 12
A molecular structure, C4H8N2O in a non-equilibrium geometry, computed with wB97M-V/def2-TZVPD.

E_LUMO   0.744 eV
HOMO   -0.3403 Ha
Gap between HOMO and LUMO   10.005 eV
Spin multiplicity   1

Cartesian coordinates (Å):
1 O -0.560710 -1.146859 1.074050
2 C -1.088818 -0.910644 -0.107992
3 N -1.317416 0.500962 -0.317476
4 C -0.396496 1.196754 0.587541
5 C 0.720433 0.185756 0.637548
6 C 1.419724 -0.029448 -0.632825
7 N -1.102154 -1.709942 -1.095272
8 H -2.280004 0.769718 -0.171550
9 H -0.157319 2.191725 0.178489
10 H -0.734886 1.311422 1.619958
11 H 1.343840 0.044865 1.510106
12 H 1.958824 0.911221 -0.282386
13 H 2.122469 -0.868351 -0.696137
14 H 0.866604 0.172111 -1.560203
15 H -0.794093 -2.619290 -0.743851

Atoms 1-2, force components in eV/Å:
O 2.217 1.456 -0.368
C 0.163 0.062 -0.883



# 13
C4H8N2O in the gas phase in a non-equilibrium geometry, computed with wB97M-V/def2-TZVPD.

E_LUMO   0.991 eV
HOMO   -0.3054 Ha
Gap between HOMO and LUMO   9.301 eV
SMILES string   OCN1CCC=N1
Spin multiplicity   1

Cartesian coordinates (Å):
1 C -1.513384 1.089745 0.088652
2 C -1.741034 -0.360530 0.437785
3 C -0.481634 -0.963468 -0.201706
4 C 1.825782 0.188355 -0.501986
5 N 0.425022 0.189093 -0.219964
6 N -0.333166 1.323338 -0.308368
7 O 2.712267 -0.038251 0.612148
8 H -2.222647 1.883771 0.202618
9 H -1.752680 -0.478749 1.529262
10 H -2.674150 -0.744699 0.032308
11 H -0.056206 -1.808129 0.332008
12 H -0.700190 -1.261950 -1.239836
13 H 2.078509 -0.604009 -1.217579
14 H 2.063678 1.169238 -0.933801
15 H 2.369839 0.416247 1.388462

Atoms 1-2, force components in eV/Å:
C -0.128 -0.545 -0.239
C 0.250 0.065 0.178



# 14
C4H8N2O in the gas phase, computed with wB97M-V/def2-TZVPD.

E_LUMO   0.874 eV
HOMO   -0.3184 Ha
Gap between HOMO and LUMO   9.539 eV
SMILES string   NC(=O)CN1CC1
Spin multiplicity   1

Cartesian coordinates (Å):
1 N 1.590565 -0.001210 -1.450610
2 C 1.857978 -0.250776 -0.137422
3 O 2.977209 -0.254929 0.341662
4 C 0.612035 -0.580625 0.696809
5 N -0.513790 0.077943 0.119514
6 C -1.594260 0.889378 0.507707
7 C -1.725376 -0.178995 -0.552604
8 H 2.341813 0.316004 -2.039872
9 H 0.639529 0.162062 -1.738053
10 H 0.515590 -1.674355 0.751018
11 H 0.796058 -0.214776 1.710909
12 H -2.124864 0.718262 1.447148
13 H -1.503954 1.934872 0.217265
14 H -2.341780 -1.051905 -0.326874
15 H -1.736886 0.119991 -1.602053

Atoms 1-2, force components in eV/Å:
N 0.193 -0.033 0.060
C 0.269 -0.139 0.087



# 15
C4H8N2O in the gas phase, computed with wB97M-V/def2-TZVPD.

E_LUMO   0.640 eV
HOMO   -0.3406 Ha
Gap between HOMO and LUMO   9.908 eV
SMILES string   [H]/N=C(\NC)C(C)=O
Spin multiplicity   1

Cartesian coordinates (Å):
1 C 1.739975 0.004691 1.716073
2 N 1.213856 -0.146146 0.383528
3 C -0.042165 0.241138 0.037573
4 N -0.871667 0.986109 0.668233
5 C -0.481755 -0.352832 -1.294268
6 O 0.317634 -0.987797 -1.953778
7 C -1.912318 -0.146677 -1.698788
8 H 2.534863 -0.728001 1.870093
9 H 0.954626 -0.185064 2.459862
10 H 2.153623 1.004563 1.897555
11 H 1.666168 -0.757928 -0.280378
12 H -0.470042 1.347358 1.534800
13 H -2.142316 0.920405 -1.755813
14 H -2.090828 -0.638272 -2.656466
15 H -2.569654 -0.561547 -0.928226

Atoms 1-2, force components in eV/Å:
C 0.060 0.031 0.134
N -0.181 -0.008 -0.069



# 16
C4H8N2O in the gas phase, computed with wB97M-V/def2-TZVPD.

E_LUMO   0.636 eV
HOMO   -0.3233 Ha
Gap between HOMO and LUMO   9.434 eV
Spin multiplicity   1

Cartesian coordinates (Å):
1 O 2.761443 -0.462853 0.091538
2 C 1.576477 -0.348793 -0.148953
3 N 0.796158 -1.524221 -0.443663
4 C -0.254678 -1.693876 -1.227094
5 C -1.345225 0.179748 0.831289
6 C -0.510264 1.161224 0.008140
7 N 0.912916 0.836642 -0.167002
8 H 1.210828 -2.341802 -0.002727
9 H -0.485533 -0.690623 -1.644149
10 H -1.500972 -0.787868 0.355723
11 H -0.889897 0.003443 1.810334
12 H -2.335346 0.619294 0.983035
13 H -0.517116 2.125410 0.527813
14 H -0.976141 1.327534 -0.969863
15 H 1.557351 1.596748 -0.004416

Atoms 1-2, force components in eV/Å:
O -0.510 -0.015 -0.121
C 0.060 0.161 0.045



# 17
2 unconnected molecules or ions with the total composition C4H8N2O in a non-equilibrium geometry, computed with wB97M-V/def2-TZVPD.

E_LUMO   0.871 eV
HOMO   -0.3160 Ha
Gap between HOMO and LUMO   9.470 eV
SMILES string   CN1CN1.C=C=O
Spin multiplicity   1

Cartesian coordinates (Å):
1 C -0.757036 -1.625055 1.947210
2 C 1.456595 1.253944 -1.197682
3 C -0.321367 -1.183101 3.092215
4 C -0.895335 0.414422 -1.758060
5 N 0.951640 0.698153 -0.070075
6 N 0.025133 1.285596 -1.010852
7 O -1.314948 -1.993877 0.982496
8 H 1.788540 2.326292 -1.047005
9 H 1.971392 0.648512 -2.112724
10 H -0.076350 -2.074053 3.711624
11 H -0.270930 -0.222536 3.501278
12 H 0.852335 -0.296105 -0.175411
13 H -0.570958 0.429701 -2.846343
14 H -0.889944 -0.531257 -1.277246
15 H -1.948767 0.869363 -1.739426

Atoms 1-2, force components in eV/Å:
C -1.738 0.809 -0.967
C 1.591 2.125 -4.708